{"formula": "C4H7NO", "method": "wB97M-V/def2-TZVPD", "largest_force_ev_per_a": 0.46, "lumo_energy_ev": 0.892, "energy_ha": -286.4694, "e_above_lowest_kj_mol": 425.95, "gap_ev": 8.5102, "elements": ["H", "H", "O", "H", "C", "C", "H", "H", "C", "C", "N", "H", "H"], "positions_angstrom": [[-1.5691, 0.9863, 0.0963], [-2.5787, -0.4668, 0.1572], [2.1351, 1.4238, -0.5719], [1.6173, 1.1059, -1.3721], [-0.4794, -0.8526, 0.0838], [-1.6527, -0.0148, 0.5299], [-0.4618, -1.8668, 0.4904], [1.7004, 1.1451, 1.4198], [0.2658, -0.5282, -1.2043], [1.5467, 0.7776, 0.4099], [0.8346, -0.2426, 0.1046], [0.7469, -1.4336, -1.5994], [-1.7284, 0.0623, 1.6211]]}